Entry 1:
DFT (wB97M-V/def2-TZVPD) results for a 2-piece molecular cluster, C3H8NS overall at a distorted geometry.

- Max |F|: 0.1089 hartree/bohr
- HOMO level: -13.56 eV
- Relative energy (zero: lowest compared OMol25 entry of this formula, charge and spin): 1.930 eV

```
! wB97M-V def2-TZVPD RIJCOSX def2/J DEFGRID3
* xyz 1 1
C -1.83 -1.35 0.22
C -0.36 -1.31 -0.29
C -1.05 -0.19 0.37
N 1.79 1.70 0.12
S -1.12 1.44 0.38
H -2.62 -1.36 -0.55
H -1.81 -2.17 0.94
H 0.41 -1.94 0.09
H -0.23 -1.40 -1.41
H 2.18 0.81 0.56
H 2.15 2.54 0.35
H 1.78 1.63 -0.91
H 0.70 1.60 0.15
*
```



Entry 2:
DFT (wB97M-V/def2-TZVPD) results for C43H57CoGeN4OS3SbSi as an isolated structure at a distorted geometry.

- Max |F|: 0.0199 hartree/bohr
- HOMO level (spin up / spin down): -6.97 / -7.12 eV
- Relative energy (zero: lowest compared OMol25 entry of this formula, charge and spin): 0.261 eV

```
! wB97M-V def2-TZVPD RIJCOSX def2/J DEFGRID3
* xyz 0 4
Co -1.51 0.68 0.47
S 0.58 0.23 1.38
C 0.44 1.33 2.73
C 1.52 1.25 3.66
N 2.42 1.15 4.37
C -0.58 2.19 2.95
S -2.01 2.35 1.94
C -0.57 3.04 4.10
N -0.59 3.72 5.03
N -0.78 -1.98 -0.96
N -1.53 -0.80 -1.22
H -1.17 -2.78 -1.45
H -0.81 -2.17 0.04
H -2.51 -1.01 -1.38
H -1.15 -0.39 -2.06
C -1.47 -3.43 7.56
C -0.94 -2.88 6.24
C -1.62 -1.59 5.83
C -1.15 -1.08 4.47
Ge -1.69 -2.27 3.01
C -0.47 -3.59 2.22
C 0.98 -3.25 1.89
C 1.79 -2.72 3.07
C 3.26 -2.56 2.71
H -0.95 -4.34 7.87
H -2.53 -3.66 7.49
H -1.35 -2.69 8.36
H -1.06 -3.64 5.46
H 0.14 -2.71 6.31
H -1.41 -0.82 6.58
H -2.71 -1.73 5.84
H -0.07 -0.98 4.46
H -1.57 -0.10 4.24
H -2.92 -3.10 3.45
H -0.99 -4.01 1.36
H -0.50 -4.39 2.97
H 1.03 -2.53 1.07
H 1.47 -4.16 1.51
H 1.67 -3.39 3.93
H 1.40 -1.75 3.37
H 3.71 -3.51 2.41
H 3.83 -2.15 3.55
H 3.37 -1.87 1.87
C 5.05 2.07 -4.68
C 4.34 2.62 -3.63
C 3.42 1.84 -2.94
C 3.21 0.51 -3.28
C 3.93 -0.03 -4.34
C 4.85 0.74 -5.04
Sb 1.75 -0.56 -2.15
C 2.98 -2.26 -1.76
C 4.34 -2.04 -1.54
C 5.19 -3.08 -1.18
C 4.68 -4.37 -1.04
C 3.33 -4.60 -1.24
C 2.49 -3.55 -1.59
C 0.64 -1.31 -3.83
C -0.20 -0.39 -4.47
C -1.01 -0.77 -5.53
C -1.01 -2.08 -5.98
C -0.18 -3.01 -5.36
C 0.64 -2.63 -4.30
H 5.77 2.67 -5.23
H 4.50 3.65 -3.34
H 2.87 2.28 -2.11
H 3.79 -1.07 -4.63
H 5.41 0.31 -5.86
H 4.76 -1.05 -1.66
H 6.24 -2.89 -1.01
H 5.34 -5.18 -0.77
H 2.92 -5.60 -1.13
H 1.43 -3.75 -1.70
H -0.21 0.64 -4.14
H -1.63 -0.02 -6.01
H -1.64 -2.38 -6.81
H -0.15 -4.03 -5.71
H 1.30 -3.37 -3.86
C 0.43 5.09 -6.79
C -0.28 4.45 -5.63
C 0.26 4.49 -4.34
C -0.36 3.87 -3.28
C -1.55 3.19 -3.50
C -2.11 3.12 -4.77
C -1.48 3.76 -5.82
S -2.30 2.31 -2.17
C -3.15 3.63 -1.33
O -1.15 1.94 -1.26
H 1.24 5.73 -6.45
H -0.26 5.69 -7.39
H 0.86 4.33 -7.44
H 1.20 5.02 -4.18
H 0.08 3.88 -2.29
H -3.02 2.56 -4.93
H -1.91 3.71 -6.81
H -2.41 4.35 -0.98
H -3.67 3.20 -0.47
H -3.86 4.09 -2.02
C -6.25 -1.58 1.28
Si -5.23 -0.16 0.63
C -5.67 1.45 1.47
C -5.39 -0.03 -1.24
C -3.46 -0.54 1.05
C -2.60 -1.17 1.64
H -7.31 -1.38 1.14
H -6.06 -1.73 2.34
H -6.00 -2.51 0.76
H -6.75 1.60 1.45
H -5.20 2.31 1.00
H -5.34 1.44 2.51
H -6.42 0.23 -1.49
H -5.16 -0.98 -1.73
H -4.74 0.73 -1.66
*
```



Entry 3:
DFT (wB97M-V/def2-TZVPD) results for C30H49FFeP2 as an isolated structure at a distorted geometry.

- Max |F|: 0.0621 hartree/bohr
- HOMO level (spin up / spin down): -7.28 / -9.38 eV
- Relative energy (zero: lowest compared OMol25 entry of this formula, charge and spin): 1.063 eV

```
! wB97M-V def2-TZVPD RIJCOSX def2/J DEFGRID3
* xyz 1 6
Fe 0.88 1.68 -0.96
C -0.68 -2.05 -2.44
C 0.51 -1.51 -2.98
C 1.05 -2.56 -1.01
C -0.33 -2.75 -1.25
C 1.59 -1.82 -2.10
C -2.02 -1.96 -3.06
H -2.22 -0.94 -3.42
H -2.80 -2.24 -2.36
H -2.10 -2.62 -3.94
C -1.22 -3.66 -0.49
H -2.25 -3.64 -0.88
H -1.26 -3.40 0.58
H -0.86 -4.70 -0.55
C 1.85 -3.08 0.12
H 2.70 -3.68 -0.24
H 1.25 -3.71 0.78
H 2.27 -2.26 0.73
C 3.01 -1.51 -2.32
H 3.40 -2.02 -3.22
H 3.62 -1.81 -1.46
H 3.16 -0.43 -2.48
C 0.63 -0.82 -4.28
H 0.74 -1.52 -5.12
H 1.51 -0.15 -4.29
H -0.27 -0.21 -4.48
C -0.46 3.06 -0.83
C -0.66 2.27 -2.03
C -0.23 2.77 -3.39
C 1.30 2.64 -3.65
C 2.07 2.14 -2.45
C 2.28 2.99 -1.29
C 1.71 4.40 -1.21
C 0.18 4.44 -0.88
H -0.52 3.83 -3.57
H 1.68 3.61 -4.02
H -0.76 2.18 -4.15
H -0.32 5.11 -1.62
H -1.15 2.92 0.01
H -1.49 1.56 -2.06
H 0.04 4.92 0.11
H 2.24 4.93 -0.39
H 3.18 2.84 -0.69
H 1.90 4.97 -2.14
H 1.44 1.92 -4.48
H 2.83 1.40 -2.70
P -3.05 -0.38 1.96
C -4.60 -1.25 1.69
H -5.43 -0.53 1.75
H -4.73 -2.04 2.44
H -4.57 -1.71 0.69
C -3.31 1.19 2.81
H -4.37 1.28 3.08
H -3.04 2.01 2.13
H -2.69 1.25 3.71
C -2.20 -0.09 0.42
H -1.36 0.61 0.58
H -2.91 0.36 -0.29
H -1.81 -1.02 -0.02
P 1.83 1.18 1.39
C 3.64 0.89 1.20
H 4.19 1.53 1.90
H 3.96 1.12 0.17
H 3.86 -0.16 1.40
C 1.72 2.81 2.22
H 1.88 3.63 1.51
H 2.48 2.86 3.02
H 0.72 2.91 2.64
C 1.53 0.10 2.83
H 2.07 0.47 3.71
H 1.86 -0.93 2.62
H 0.46 0.07 3.07
F -0.07 -4.18 5.43
C -0.72 -3.27 4.64
C -1.86 -2.64 5.13
C -2.51 -1.72 4.31
C -2.03 -1.44 3.02
C -0.85 -2.06 2.58
C -0.19 -3.01 3.38
H -2.24 -2.87 6.12
H -3.40 -1.20 4.68
H -0.39 -1.79 1.62
H 0.70 -3.51 3.02
*
```



What is the relative energy (zero: lowest compared OMol25 entry of this formula, charge and spin) in the second record?
0.261 eV



Look up the max |F| of the second one.
0.0199 hartree/bohr



What is the formula in the first record?
C3H8NS



max |F| of number 1 (C3H8NS)?
0.1089 hartree/bohr